28 unconnected molecules or ions with the total composition C28H112N56O28 in a non-equilibrium geometry, computed with wB97M-V/def2-TZVPD.

```
224
Properties=species:S:1:pos:R:3:lowdin_charge:R:1
C 2.21443 2.49514 3.12319 -0.69
O 1.58420 3.08097 2.24604 0.01
N 2.53600 1.21871 3.17842 0.16
N 2.80444 2.98967 4.23922 0.17
H 3.19187 1.02175 3.92080 0.07
H 2.17166 0.70997 2.38561 0.08
H 2.94098 3.97423 4.06006 0.11
H 3.27881 2.47206 4.96528 0.04
C 1.88215 6.03498 -1.08003 -0.81
O 2.83236 5.55461 -0.49207 0.00
N 0.71550 5.55924 -0.92035 0.21
N 2.02106 6.91829 -2.02377 0.17
H 0.50568 4.90984 -0.17579 0.10
H 0.04937 6.03210 -1.51429 0.11
H 2.86949 7.43104 -2.21701 0.11
H 1.31895 7.16779 -2.70560 0.09
C 0.07470 -2.41657 7.29765 -0.84
O -0.03857 -1.71906 6.36824 0.06
N -0.93342 -2.59793 8.12567 0.17
N 1.07248 -3.14191 7.61517 0.20
H -1.80619 -2.18117 7.83465 0.11
H -0.81443 -3.13866 8.97039 0.11
H 1.90010 -2.96655 7.06345 0.06
H 0.86520 -3.97207 8.15180 0.13
C -5.90464 -0.72124 -4.44506 -0.71
O -5.47002 -0.77572 -3.28055 -0.02
N -6.17710 0.38079 -5.06709 0.19
N -6.38140 -1.70783 -5.17420 0.18
H -5.98281 1.16319 -4.45864 0.07
H -6.23549 0.46485 -6.07189 0.13
H -6.45527 -2.61008 -4.72632 0.12
H -6.68092 -1.52904 -6.12205 0.12
C -2.47783 -4.38963 -5.23756 -0.78
O -3.27199 -3.86692 -4.48137 0.03
N -1.18376 -4.12442 -5.19419 0.17
N -2.67016 -5.29271 -6.09575 0.18
H -0.46232 -4.51210 -5.78523 0.12
H -0.94335 -3.52309 -4.41913 0.07
H -2.01028 -5.33962 -6.85894 0.13
H -3.61970 -5.62779 -6.17450 0.13
C -0.66506 4.91614 -5.09662 -0.83
O 0.00264 5.16233 -4.14215 0.04
N -0.53114 3.72092 -5.47952 0.20
N -1.54424 5.75566 -5.61245 0.19
H -1.11709 3.47580 -6.26480 0.10
H 0.16080 3.16375 -4.99903 0.08
H -1.52643 6.61430 -5.08093 0.12
H -2.28117 5.49803 -6.25328 0.09
C -5.70757 -1.89906 5.45461 -0.84
O -6.87068 -1.73759 5.26583 0.04
N -4.81449 -0.96956 5.55707 0.20
N -5.27823 -3.11785 5.65818 0.16
H -5.00204 -0.05571 5.17002 0.11
H -3.85556 -1.21153 5.76200 0.09
H -4.31972 -3.34818 5.43842 0.07
H -5.93282 -3.87391 5.51684 0.12
C -1.67895 4.73212 0.96518 -0.91
O -2.17177 5.55991 0.26872 0.04
N -1.89903 3.45083 0.91276 0.17
N -0.90306 4.91640 1.90751 0.19
H -1.44479 2.80904 1.54669 0.05
H -2.61592 3.11363 0.28628 0.10
H -0.84382 5.90268 2.11687 0.15
H -0.59852 4.06737 2.36193 0.09
C 0.58613 -4.29556 3.27956 -0.91
O 0.93521 -4.95926 2.38650 0.07
N 0.99308 -3.07118 3.30606 0.18
N 0.03967 -4.67702 4.34111 0.21
H 1.20765 -2.65314 4.20010 0.09
H 1.70408 -2.94852 2.59928 0.02
H -0.29792 -4.11834 5.11183 0.10
H 0.05400 -5.68549 4.28745 0.13
C 3.43702 0.62128 6.73905 -0.73
O 4.10238 1.56855 6.32255 0.02
N 3.60145 0.10836 7.93810 0.18
N 2.56995 0.00608 5.99018 0.20
H 2.96533 -0.60031 8.27461 0.10
H 4.32654 0.38819 8.58312 0.12
H 2.15363 0.46551 5.19288 0.08
H 2.13804 -0.87191 6.24058 0.07
C 3.05396 1.52770 -0.60346 -0.73
O 3.93870 1.20251 0.17139 0.00
N 2.10444 2.45917 -0.59844 0.22
N 3.06495 1.06434 -1.79779 0.15
H 1.73820 2.99851 0.17298 0.07
H 1.53977 2.68163 -1.40576 0.12
H 2.48009 1.51049 -2.48987 0.07
H 3.76450 0.49359 -2.25053 0.07
C -5.76247 2.75467 -2.00810 -0.73
O -5.65657 2.79216 -3.25414 -0.03
N -5.95262 3.83491 -1.29490 0.18
N -5.54715 1.73528 -1.24488 0.20
H -5.98317 3.86683 -0.28587 0.11
H -5.82205 4.71007 -1.78188 0.12
H -5.91341 1.90554 -0.31915 0.08
H -5.30452 0.81742 -1.58950 0.10
C 6.96579 0.91875 -1.65849 -0.81
O 7.93651 0.51273 -2.16434 0.07
N 6.66670 2.16102 -1.38264 0.19
N 5.94262 0.11314 -1.36844 0.16
H 7.12135 2.99693 -1.72123 0.13
H 5.81605 2.25508 -0.84631 0.08
H 5.15437 0.45706 -0.83884 0.03
H 6.18328 -0.81034 -1.69917 0.08
C -6.33834 1.13963 2.14587 -0.79
O -6.79038 2.23524 1.86887 0.01
N -7.09057 0.10003 2.25647 0.19
N -5.05077 0.94352 2.37828 0.19
H -6.65680 -0.77367 2.51834 0.08
H -8.08696 0.22064 2.14347 0.13
H -4.73360 0.04827 2.72182 0.09
H -4.41251 1.70431 2.19405 0.11
C -5.95145 -2.56429 -0.17354 -0.86
O -4.74479 -2.44062 -0.16664 0.04
N -6.55583 -2.49696 -1.28801 0.16
N -6.83516 -2.76060 0.65159 0.20
H -7.47694 -2.09892 -1.40301 0.13
H -5.87723 -2.02284 -1.86664 0.07
H -7.73416 -2.87313 0.20522 0.14
H -6.57513 -3.03579 1.58794 0.12
C -0.72676 -3.41065 -1.63176 -0.73
O -0.11641 -2.69267 -2.38443 0.02
N -1.89908 -3.92059 -2.00276 0.17
N -0.46724 -3.71717 -0.35696 0.20
H -2.45141 -4.36886 -1.28577 0.11
H -2.22186 -3.84629 -2.95691 0.04
H 0.21021 -3.25275 0.23082 0.09
H -1.11104 -4.46907 -0.15630 0.11
C -2.20852 0.31285 -2.94384 -0.78
O -1.33459 0.47443 -2.15205 0.04
N -2.60412 -0.84411 -3.27101 0.24
N -2.91925 1.30152 -3.42514 0.18
H -3.50717 -0.97169 -3.70498 0.09
H -2.23052 -1.60307 -2.71919 0.10
H -3.75912 1.00887 -3.90374 0.08
H -2.51818 2.21898 -3.29275 0.14
C 4.54438 -1.26151 -4.17045 -0.72
O 3.92746 -1.32575 -3.09686 -0.02
N 5.71481 -1.78345 -4.35525 0.19
N 4.03039 -0.66019 -5.21326 0.20
H 6.18939 -1.97078 -5.22690 0.12
H 6.20139 -2.22281 -3.58694 0.12
H 3.20399 -0.10080 -5.05755 0.10
H 4.61202 -0.55554 -6.03231 0.12
C -2.91129 -2.64872 3.06813 -0.82
O -2.53697 -2.68750 4.15824 0.08
N -2.26459 -2.26885 2.03045 0.21
N -4.05639 -3.21762 2.67778 0.17
H -1.29327 -2.01631 2.14387 0.09
H -2.66333 -2.34214 1.10539 0.09
H -4.30169 -3.16644 1.69936 0.05
H -4.66960 -3.71801 3.30522 0.09
C -0.02778 -0.04550 0.78062 -0.67
O 0.56614 -0.25518 1.83401 -0.02
N -1.32543 0.13396 0.61015 0.19
N 0.52626 -0.15448 -0.42074 0.19
H -1.69493 0.02452 -0.32344 0.08
H -1.93299 0.06924 1.41438 0.09
H 1.48153 0.17263 -0.44426 0.07
H -0.07062 0.02143 -1.21629 0.04
C 6.17442 3.94335 1.96099 -0.79
O 7.28589 4.44211 1.95630 0.02
N 5.10765 4.64672 1.83264 0.17
N 5.78291 2.67292 1.95210 0.17
H 4.20792 4.23200 1.63620 0.09
H 5.45915 5.58477 1.70377 0.13
H 4.81539 2.47244 1.74277 0.06
H 6.54333 2.00851 1.93139 0.10
C 4.22752 -4.04432 5.44079 -0.75
O 3.39680 -3.49097 6.14879 0.01
N 4.21909 -4.22081 4.13440 0.19
N 5.17456 -4.75053 5.89064 0.18
H 3.56779 -3.71453 3.55165 0.07
H 5.12290 -4.37722 3.71159 0.12
H 5.53045 -5.31344 5.13132 0.12
H 5.03662 -5.12542 6.81829 0.14
C 2.88116 2.51495 -4.72449 -0.79
O 1.78572 2.19249 -4.28379 0.01
N 4.00635 2.55897 -4.08795 0.21
N 2.96345 2.86561 -5.95477 0.19
H 4.90632 2.67173 -4.53231 0.13
H 4.08061 2.40289 -3.09285 0.09
H 2.03593 3.12375 -6.26001 0.11
H 3.80524 2.97290 -6.50246 0.12
C 6.07718 -0.96421 3.61733 -0.85
O 6.90513 -0.99851 4.47749 0.06
N 6.41657 -0.73311 2.38970 0.17
N 4.82155 -0.99949 3.77631 0.20
H 7.35415 -0.44357 2.15051 0.13
H 5.64145 -0.60885 1.75420 0.08
H 4.61267 -1.25667 4.73042 0.11
H 4.23460 -1.35105 3.03334 0.10
C -1.39211 1.18973 4.24399 -0.70
O -1.61946 2.00406 3.35723 0.01
N -1.96843 1.26789 5.43037 0.16
N -0.51458 0.16634 4.23101 0.19
H -2.67939 1.98427 5.39250 0.11
H -1.95586 0.55473 6.14546 0.10
H -0.50179 -0.57408 4.91782 0.05
H 0.07878 0.19114 3.41406 0.04
C -3.03770 1.62091 -6.92147 -0.82
O -3.11531 1.37447 -8.09140 0.06
N -3.34189 2.73008 -6.31748 0.17
N -2.55991 0.77874 -6.07390 0.17
H -3.60991 2.75008 -5.34389 0.09
H -3.36398 3.58982 -6.84705 0.11
H -2.25080 1.00137 -5.13849 0.06
H -2.04846 0.00515 -6.47401 0.10
C 3.44010 -2.76571 0.40640 -0.68
O 2.88679 -2.85536 1.54364 -0.03
N 4.74467 -2.80203 0.17386 0.19
N 2.78933 -2.62990 -0.65875 0.23
H 5.03934 -2.76474 -0.79148 0.09
H 5.49708 -2.96948 0.82650 0.11
H 3.17598 -2.15790 -1.46361 0.08
H 1.80243 -2.71395 -0.46106 0.09
C 0.65224 -0.44474 -6.51050 -0.78
O 0.39256 0.73548 -6.71056 0.02
N 0.06097 -1.23077 -5.60532 0.19
N 1.44092 -1.11780 -7.24800 0.16
H -0.59006 -0.92130 -4.89786 0.09
H 0.43932 -2.16679 -5.63382 0.08
H 1.74677 -0.58289 -8.04827 0.13
H 1.79207 -2.03144 -6.99892 0.11
```

E_HOMO, eV: -8.329
E_LUMO, eV: -0.35
HOMO-LUMO gap, eV: 8.0
Relative energy (zero: lowest compared OMol25 entry of this formula, charge and spin), kJ/mol: 1858.8
Net charge: 0